[1]
Molecular formula: C52H49NP2PdSb2
Method: DFT, wB97M-V/def2-TZVPD

The lowest unoccupied orbital energy is -6.3 eV. The value obtained for the energy relative to the best compared isomer or geometry (same formula, charge and spin) is 0.00 kcal per mole. As for the total charge: +2.

Last column: Löwdin charge in e.
Cartesian coordinates (Å):
Pd 0.256 -0.005 -0.272  0.25
C 0.602 2.765 -3.652  -0.07
N 0.523 1.789 -2.560  -0.46
P -0.750 0.796 -2.099  0.85
C -2.259 1.747 -2.109  -0.34
C -2.198 3.044 -1.587  -0.10
C -3.307 3.868 -1.639  -0.06
C -4.491 3.389 -2.189  -0.05
C -4.560 2.097 -2.688  -0.05
C -3.447 1.275 -2.659  -0.06
C -0.914 -0.570 -3.244  -0.35
C -0.124 -0.622 -4.390  -0.08
C -0.243 -1.694 -5.260  -0.05
C -1.141 -2.717 -4.986  -0.04
C -1.921 -2.674 -3.836  -0.05
C -1.806 -1.606 -2.965  -0.13
P 1.774 1.126 -1.616  0.91
C 3.035 0.400 -2.643  -0.36
C 2.988 -0.976 -2.875  -0.10
C 3.914 -1.563 -3.722  -0.05
C 4.878 -0.778 -4.341  -0.04
C 4.927 0.593 -4.115  -0.05
C 4.011 1.187 -3.264  -0.08
C 2.538 2.428 -0.637  -0.34
C 1.788 3.541 -0.252  -0.09
C 2.340 4.495 0.588  -0.06
C 3.638 4.335 1.056  -0.05
C 4.385 3.226 0.681  -0.05
C 3.840 2.273 -0.164  -0.10
H 0.140 3.708 -3.362  0.08
H 0.109 2.391 -4.549  0.09
H 1.651 2.946 -3.884  0.09
H -1.281 3.408 -1.140  0.09
H -3.256 4.873 -1.246  0.12
H -5.362 4.030 -2.232  0.12
H -5.481 1.733 -3.123  0.12
H -3.503 0.286 -3.095  0.10
H 0.595 0.159 -4.603  0.10
H 0.366 -1.731 -6.153  0.12
H -1.232 -3.552 -5.667  0.12
H -2.616 -3.475 -3.621  0.12
H -2.410 -1.579 -2.065  0.09
H 2.228 -1.583 -2.393  0.07
H 3.888 -2.630 -3.897  0.12
H 5.601 -1.237 -5.002  0.12
H 5.684 1.195 -4.598  0.12
H 4.063 2.252 -3.073  0.11
H 0.777 3.665 -0.619  0.08
H 1.764 5.365 0.870  0.12
H 4.072 5.083 1.707  0.12
H 5.400 3.109 1.039  0.12
H 4.433 1.415 -0.458  0.12
C -1.861 -3.206 0.647  -0.40
C -2.307 -2.792 2.064  -0.33
C -2.942 -1.407 2.075  -0.34
Sb -1.669 0.211 1.524  1.53
C -3.101 1.765 1.404  -0.37
C -2.742 3.044 1.825  -0.13
C -3.689 4.056 1.867  -0.07
C -4.996 3.800 1.478  -0.07
C -5.354 2.533 1.041  -0.07
C -4.409 1.515 1.002  -0.12
C -0.700 0.823 3.289  -0.38
C 0.267 1.820 3.204  -0.17
C 0.838 2.337 4.358  -0.07
C 0.460 1.843 5.599  -0.06
C -0.492 0.835 5.685  -0.06
C -1.077 0.329 4.533  -0.11
Sb 0.213 -3.084 0.090  1.45
C 0.840 -5.000 0.780  -0.41
C 2.199 -5.296 0.693  -0.15
C 2.683 -6.509 1.159  -0.07
C 1.812 -7.438 1.711  -0.07
C 0.459 -7.151 1.798  -0.07
C -0.027 -5.935 1.334  -0.13
C 1.137 -2.001 1.705  -0.42
C 2.011 -0.978 1.302  -0.25
C 2.692 -0.194 2.237  -0.07
C 2.533 -0.453 3.584  -0.06
C 1.705 -1.495 3.993  -0.04
C 1.010 -2.260 3.068  -0.11
H -2.387 -2.596 -0.091  0.01
H -2.145 -4.234 0.422  0.05
H -1.485 -2.832 2.777  0.07
H -3.050 -3.507 2.424  0.12
H -3.363 -1.134 3.044  0.07
H -3.760 -1.377 1.353  0.05
H -1.732 3.249 2.164  0.09
H -3.411 5.041 2.219  0.11
H -5.739 4.585 1.524  0.12
H -6.375 2.329 0.742  0.12
H -4.715 0.531 0.668  0.09
H 0.589 2.197 2.236  0.08
H 1.583 3.120 4.289  0.11
H 0.904 2.245 6.500  0.12
H -0.787 0.449 6.652  0.12
H -1.826 -0.450 4.621  0.10
H 2.893 -4.581 0.262  0.09
H 3.740 -6.731 1.089  0.11
H 2.189 -8.385 2.072  0.11
H -0.222 -7.874 2.228  0.11
H -1.088 -5.733 1.419  0.08
H 2.334 -0.924 0.259  0.05
H 3.368 0.583 1.904  0.10
H 3.071 0.130 4.319  0.12
H 1.612 -1.721 5.048  0.12
H 0.408 -3.090 3.415  0.11

[2]
Molecular formula: C33H30I2N2P2PdS
Method: DFT, wB97M-V/def2-TZVPD

The lowest unoccupied orbital energy is -7.8 eV. The value obtained for the energy relative to the best compared isomer or geometry (same formula, charge and spin) is 57.24 kcal per mole. As for the total charge: +2.

Last column: Löwdin charge in e.
Cartesian coordinates (Å):
Pd 1.958 0.976 0.272  0.35
I 2.096 3.049 2.548  0.93
C 1.732 4.457 1.027  -1.08
I 1.386 3.513 -0.838  0.97
H 2.604 5.090 0.918  -0.02
H 0.844 5.021 1.285  -0.02
N 4.738 0.462 2.238  0.11
C 4.996 0.773 0.956  -0.70
N 4.070 0.876 0.028  -0.05
C 4.665 1.142 -1.232  -0.32
C 4.008 1.269 -2.447  -0.07
C 4.746 1.548 -3.585  -0.06
C 6.131 1.693 -3.524  -0.06
C 6.799 1.548 -2.322  -0.06
C 6.046 1.266 -1.190  -0.46
S 6.623 1.013 0.436  1.16
H 3.785 0.365 2.552  0.04
H 5.464 0.492 2.932  0.11
H 2.935 1.131 -2.512  0.06
H 4.242 1.647 -4.537  0.11
H 6.689 1.915 -4.423  0.12
H 7.875 1.641 -2.272  0.12
C -1.713 0.860 0.209  -0.47
P -0.106 0.229 0.617  0.88
C 0.303 -1.156 -0.413  -0.37
C 0.753 -0.877 -1.716  -0.11
C 1.075 -1.918 -2.575  -0.04
C 0.912 -3.226 -2.147  -0.02
C 0.444 -3.507 -0.862  -0.03
C 0.159 -2.483 0.016  -0.07
C 0.137 -0.197 2.318  -0.40
C 1.263 -0.984 2.621  -0.12
C 1.645 -1.163 3.945  -0.06
C 0.912 -0.558 4.958  -0.03
C -0.209 0.217 4.658  -0.04
C -0.595 0.404 3.344  -0.10
P -3.065 -0.293 0.855  1.05
C -4.509 0.747 0.464  -0.39
C -5.581 0.636 1.347  -0.11
C -6.763 1.327 1.107  -0.06
C -6.877 2.141 -0.007  -0.06
C -5.810 2.267 -0.891  -0.06
C -4.636 1.569 -0.658  -0.10
C -3.073 -1.579 -0.449  -0.40
C -2.835 -1.379 -1.810  -0.10
C -2.890 -2.436 -2.704  -0.07
C -3.199 -3.713 -2.249  -0.06
C -3.451 -3.926 -0.903  -0.07
C -3.382 -2.865 -0.007  -0.11
H -1.708 0.950 -0.878  0.04
H -1.862 1.856 0.630  0.07
H 0.798 0.147 -2.075  0.08
H 1.425 -1.710 -3.576  0.12
H 1.139 -4.041 -2.822  0.12
H 0.300 -4.533 -0.553  0.13
H -0.202 -2.703 1.013  0.12
H 1.805 -1.500 1.836  0.10
H 2.488 -1.798 4.186  0.12
H 1.196 -0.709 5.992  0.12
H -0.783 0.670 5.455  0.12
H -1.466 1.008 3.122  0.10
H -5.492 0.008 2.225  0.10
H -7.592 1.230 1.796  0.11
H -7.795 2.682 -0.190  0.11
H -5.902 2.899 -1.764  0.11
H -3.825 1.668 -1.369  0.09
H -2.622 -0.391 -2.200  0.09
H -2.714 -2.265 -3.758  0.11
H -3.255 -4.538 -2.947  0.11
H -3.703 -4.916 -0.548  0.11
H -3.569 -3.037 1.047  0.10

[3]
Molecular formula: C14H15BN9Pd
Method: DFT, wB97M-V/def2-TZVPD

The spin multiplicity is 2. The lowest unoccupied orbital energy (spin up / spin down) is -9.4 / -9.7 eV. As for the total charge: +2.

Last column: Löwdin charge in e.
Cartesian coordinates (Å):
Pd -1.010 1.004 -1.644  1.25
C -1.112 2.164 2.390  0.00
C -1.365 2.448 1.058  -0.07
N -1.027 1.370 0.335  -0.08
N -0.555 0.408 1.149  0.04
C -0.598 0.875 2.403  0.00
B -0.094 -0.978 0.578  -0.62
N -1.320 -1.487 -0.236  0.07
C -2.099 -2.576 -0.230  0.02
C -3.062 -2.463 -1.221  0.01
C -2.821 -1.243 -1.825  -0.05
N -1.769 -0.678 -1.214  -0.13
N 1.011 -0.721 -0.504  0.04
C 2.263 -1.186 -0.614  0.00
C 2.834 -0.680 -1.772  0.00
C 1.861 0.124 -2.344  -0.07
N 0.773 0.074 -1.563  -0.08
N 0.433 -1.836 1.665  -0.02
C 0.133 -3.054 2.213  -0.05
C 1.020 -3.293 3.218  -0.03
C 1.856 -2.157 3.233  -0.11
N 1.512 -1.282 2.311  0.06
H -1.276 2.810 3.234  0.12
H -1.769 3.333 0.596  0.12
H -0.256 0.272 3.227  0.14
H -1.944 -3.380 0.465  0.12
H -3.833 -3.171 -1.468  0.13
H -3.335 -0.760 -2.642  0.13
H 2.675 -1.840 0.136  0.14
H 3.825 -0.867 -2.146  0.12
H 1.878 0.705 -3.251  0.12
H -0.673 -3.682 1.880  0.10
H 1.068 -4.160 3.853  0.11
H 2.692 -1.948 3.883  0.12
C 0.919 5.070 -2.591  0.01
C 0.234 3.808 -2.376  -0.12
N -0.338 2.824 -2.247  0.07
H 0.550 5.810 -1.880  0.11
H 0.729 5.415 -3.607  0.12
H 1.990 4.928 -2.448  0.11

[4]
Molecular formula: C33H34NO
Method: DFT, wB97M-V/def2-TZVPD

The lowest unoccupied orbital energy is -5.4 eV. The value obtained for the energy relative to the best compared isomer or geometry (same formula, charge and spin) is 0.00 kcal per mole. As for the total charge: +1.

Last column: Löwdin charge in e.
Cartesian coordinates (Å):
C 5.208 -3.477 -3.210  -0.07
O 4.951 -2.093 -3.250  -0.04
C 3.617 -1.739 -3.146  -0.18
C 3.290 -0.374 -3.286  0.03
C 1.999 0.059 -3.243  0.01
C 0.928 -0.848 -3.066  -0.19
C -0.389 -0.351 -3.101  0.13
C -1.618 -1.063 -3.163  -0.19
C -2.825 -0.358 -2.990  0.02
C -4.035 -1.010 -3.009  -0.01
C -4.107 -2.386 -3.206  -0.23
C -5.417 -3.089 -3.182  -0.02
C -2.928 -3.084 -3.445  0.00
C -1.715 -2.440 -3.440  0.00
C 1.268 -2.205 -2.838  0.01
C 2.561 -2.638 -2.896  0.02
H 6.284 -3.626 -3.293  0.11
H 4.870 -3.897 -2.263  0.10
H 4.718 -3.971 -4.050  0.11
H 4.095 0.324 -3.432  0.13
H 1.774 1.105 -3.356  0.13
H -0.481 0.721 -3.098  0.13
H -2.786 0.708 -2.844  0.13
H -4.945 -0.451 -2.876  0.13
H -5.285 -4.171 -3.145  0.09
H -5.992 -2.796 -2.303  0.10
H -6.005 -2.851 -4.069  0.10
H -2.967 -4.142 -3.647  0.12
H -0.843 -2.991 -3.735  0.10
H 0.511 -2.900 -2.531  0.11
H 2.773 -3.678 -2.722  0.11
C -4.301 2.501 1.153  -0.11
C -3.436 3.407 1.736  -0.08
C -2.383 2.964 2.504  -0.04
C -2.181 1.594 2.721  -0.23
C -1.036 1.069 3.466  -0.01
C 0.276 1.367 3.209  -0.19
N 1.303 0.666 3.851  -0.08
C 1.109 -0.592 4.612  -0.15
C 2.497 -1.060 5.082  -0.15
C 3.527 -0.158 4.362  -0.15
C 2.717 0.752 3.426  -0.15
C 0.636 2.321 2.139  -0.19
C 0.331 2.042 0.808  -0.03
C 0.674 2.925 -0.192  -0.09
C 1.332 4.098 0.120  -0.09
C 1.651 4.386 1.433  -0.07
C 1.308 3.504 2.435  -0.04
C -3.091 0.697 2.147  -0.05
C -4.125 1.147 1.360  -0.11
H -5.118 2.849 0.542  0.10
H -3.591 4.463 1.591  0.10
H -1.708 3.671 2.953  0.11
H -1.238 0.313 4.203  0.09
H 0.424 -0.419 5.446  0.11
H 0.645 -1.323 3.943  0.12
H 2.589 -0.971 6.171  0.11
H 2.659 -2.120 4.849  0.10
H 4.094 0.440 5.085  0.11
H 4.265 -0.749 3.805  0.11
H 2.778 0.421 2.385  0.12
H 3.048 1.794 3.463  0.11
H -0.183 1.126 0.571  0.11
H 0.431 2.696 -1.218  0.08
H 1.603 4.787 -0.663  0.10
H 2.175 5.297 1.674  0.11
H 1.550 3.724 3.460  0.12
H -2.941 -0.358 2.297  0.11
H -4.797 0.440 0.903  0.09

no.,strongest force on any atom (eV/Å)
1,0.4
2,0.7
3,0.8
4,2.9